{
  "formula": "C3H4O",
  "method": "wB97M-V/def2-TZVPD",
  "species": ["C", "C", "C", "H", "H", "H", "H", "O"],
  "coordinates": [[-0.577, 1.372, 1.173], [0.316, -0.859, -1.290], [0.840, -1.890, -0.965], [-0.214, 1.579, 2.202], [-0.059, 0.504, 0.643], [-0.140, 0.085, -1.535], [1.305, -2.817, -0.871], [-1.472, 2.027, 0.643]],
  "relative_energy_kj_mol": 208.6,
  "smiles": "C#C.C=O",
  "e_homo_ev": -10.17,
  "e_lumo_ev": 0.74,
  "mol_weight_g_mol": 56.1,
  "orbital_gap_ev": 10.9134,
  "multiplicity": 1
}